# 1
{
  "formula": "C5H12O3",
  "method": "wB97M-V/def2-TZVPD",
  "homo_lumo_gap_ev": 7.73,
  "species": ["C", "C", "C", "O", "C", "C", "H", "H", "H", "H", "H", "H", "H", "H", "H", "H", "O", "H", "H", "O"],
  "coordinates": [[0.41, 2.81, 0.34], [-1.01, -1.79, 1.64], [-0.31, -0.96, 0.77], [0.21, -1.37, -0.30], [-0.10, 0.47, 1.19], [0.17, 1.36, 0.22], [0.96, 3.19, -0.52], [-0.52, 3.37, 0.39], [0.97, 3.04, 1.26], [-0.96, -2.84, 1.45], [-1.41, -1.38, 2.58], [-2.11, -0.36, 0.66], [-0.45, 0.70, 2.18], [0.52, 0.89, -0.71], [-1.56, -1.10, -2.94], [-0.82, -0.98, -1.61], [-1.35, -0.45, -2.26], [1.88, -1.54, -0.88], [2.73, -1.69, -2.17], [2.75, -1.37, -1.27]]
}

=====

# 2
{
  "formula": "C5H12O3",
  "method": "wB97M-V/def2-TZVPD",
  "homo_lumo_gap_ev": 9.98,
  "species": ["C", "O", "C", "O", "O", "H", "H", "H", "H", "C", "C", "C", "H", "H", "H", "H", "H", "H", "H", "H"],
  "coordinates": [[-2.65, -0.39, 0.16], [-1.42, -1.10, 0.29], [-0.43, -0.91, -0.88], [-0.62, -0.12, -1.76], [0.20, -2.10, -0.99], [-3.46, -1.11, 0.04], [-2.79, 0.20, 1.07], [-2.68, 0.31, -0.68], [0.66, -2.11, -1.83], [2.21, -0.01, -0.10], [0.92, 0.22, 0.68], [0.46, 1.67, 0.61], [2.55, -1.04, -0.02], [2.06, 0.23, -1.15], [3.00, 0.65, 0.26], [1.12, -0.06, 1.73], [-0.18, -0.45, 0.79], [-0.38, 1.86, 1.28], [0.15, 1.90, -0.41], [1.26, 2.36, 0.89]]
}

=====

# 3
{
  "formula": "C5H12O4",
  "method": "wB97M-V/def2-TZVPD",
  "homo_lumo_gap_ev": 10.74,
  "species": ["C", "C", "O", "C", "C", "O", "O", "H", "H", "H", "H", "H", "H", "H", "H", "C", "O", "H", "H", "H", "H"],
  "coordinates": [[1.60, 0.34, -0.05], [0.26, 0.16, -0.68], [-0.23, -0.90, -1.05], [-0.55, 1.41, -0.82], [0.28, 2.64, -1.25], [-1.53, 1.32, -1.73], [-1.05, 1.76, 0.48], [2.20, 0.80, -0.85], [1.42, 1.05, 0.82], [1.94, -0.63, 0.33], [-0.41, 3.30, -1.83], [1.31, 2.48, -1.78], [0.52, 3.12, -0.33], [-1.91, 0.47, -1.70], [-2.02, 1.41, 0.48], [-0.19, -3.49, 1.86], [-0.50, -2.03, 1.76], [0.82, -3.66, 1.60], [-0.94, -3.99, 1.05], [-0.52, -3.67, 2.84], [-0.49, -1.91, 0.83]]
}